Here is a structure of composition C20H41GeN3OReSe from the Open Molecules 2025 dataset. Energies are from ωB97M-V/def2-TZVPD.

The geometry in XYZ format:
```
68
C20H41GeN3OReSe | the Open Molecules 2025 dataset | ωB97M-V/def2-TZVPD
Re -0.404 0.531 0.018
C 0.986 2.613 2.075
N -0.163 2.547 1.146
C -1.347 3.015 1.908
C 0.071 3.509 0.036
C 1.056 2.938 -0.950
N 0.547 1.636 -1.498
C 1.695 0.882 -2.079
C -0.426 1.913 -2.605
H 1.109 3.634 2.446
H 1.894 2.303 1.576
H 0.812 1.960 2.926
H -1.164 4.022 2.291
H -1.523 2.347 2.750
H -2.226 3.032 1.274
H 0.435 4.462 0.428
H -0.885 3.703 -0.451
H 2.014 2.739 -0.473
H 1.233 3.624 -1.779
H 2.225 1.536 -2.776
H 1.327 0.004 -2.600
H 2.374 0.582 -1.283
H 0.068 2.533 -3.355
H -1.293 2.445 -2.217
H -0.744 0.974 -3.044
C -2.977 -1.187 2.144
N -3.852 -0.645 1.103
C -5.199 -1.244 1.029
C -3.487 0.295 0.276
C -4.419 0.799 -0.777
O -2.337 0.879 0.377
H -3.085 -2.270 2.155
H -3.269 -0.786 3.113
H -1.939 -0.954 1.946
H -5.415 -1.711 1.985
H -5.230 -2.002 0.248
H -5.953 -0.486 0.841
H -5.196 1.422 -0.329
H -4.906 -0.025 -1.296
H -3.860 1.393 -1.491
C 3.571 -1.914 0.408
Ge 2.724 -0.768 1.729
C 2.609 -1.689 3.435
C 3.790 0.855 1.899
C 0.705 -0.453 1.370
H 4.538 -2.173 0.847
H 3.763 -1.426 -0.548
H 3.024 -2.839 0.244
H 3.621 -1.911 3.778
H 2.066 -2.630 3.337
H 2.118 -1.077 4.192
H 4.783 0.507 2.196
H 3.441 1.531 2.676
H 3.910 1.401 0.961
H 0.472 0.023 2.335
H 0.371 -1.495 1.426
Se -1.286 -1.328 -1.233
C -0.100 -2.435 -2.250
C 1.261 -2.475 -1.995
C 2.077 -3.315 -2.739
C 1.527 -4.116 -3.732
C 0.158 -4.079 -3.974
C -0.661 -3.239 -3.235
H 1.672 -1.872 -1.202
H 3.140 -3.352 -2.536
H 2.162 -4.774 -4.310
H -0.274 -4.707 -4.742
H -1.727 -3.212 -3.427
```

Output
- ΔE to the lowest compared entry with this formula, charge and spin (eV) = 0.000
- spin multiplicity = 2
- largest force on an atom (Eh/bohr) = 0.0087
- Kohn-Sham gap (alpha / beta) (eV) = 6.49 / 6.82
- calculated total energy (Ha) = -5582.23893
- total charge = +2

Quick look at the Mulliken charges, all values in e: 1.4585, -1.1101, 0.2601, -1.1977, -0.9671, -0.5588, -0.4328, -0.9511, -0.8879, 0.4145, 0.0194, 0.5522, 0.4424, 0.3603, 0.3463, 0.5609, 0.3395, 0.2995, 0.5344, 0.4668, 0.3870, 0.2117, 0.4090, 0.3050, 0.3367, -0.8037, 0.3373, -1.1886, 0.4570, -1.4974, -0.4925, 0.4554, 0.3767, 0.0545, 0.4352, 0.3584, 0.4267, 0.4352, 0.4681, 0.2343, -1.2898, 0.9511, -1.3048, -1.3583, -1.5061, 0.4983, 0.4109, 0.3639, 0.4047, 0.4007, 0.3957, 0.4588, 0.4171, 0.4043, 0.7120, 0.7124, -0.1593, 0.5152, 0.3850, -0.5516, -0.6540, -0.6573, -0.7791, -0.0979, 0.4485, 0.4078, 0.4128, 0.4039